# 1
Molecular formula: C38H71BFNO17S7
Method: DFT, ωB97M-V/def2-TZVPD

Properties
Spin multiplicity: 1
Total charge: 0
SMILES: CCC[C@]1(CCF)[C@@](COO)(N=C=S)OC(=O)[C@@]1(C)B(O)CC.O=S1(=O)CCCC1.O=S1(=O)CCCC1.O=S1(=O)CCCC1.O=S1(=O)CCCC1.O=S1(=O)CCCC1.O=S1(=O)CCCC1
HOMO-LUMO gap in eV: 9.148
Maximum force in eV/A: 1.6

Each line ends with the Löwdin charge.
Element x y z (Å)
S (2.42665, -0.55314, -5.37162)  0.658
C (-5.23930, -2.83156, -1.03559)  -0.771
C (-1.52114, -0.72731, -0.59337)  -0.168
H (0.63233, -1.97665, -4.85813)  0.098
H (-9.21320, -2.26509, -4.60173)  0.119
C (6.00001, 5.66498, 4.67995)  -0.209
C (0.86566, -2.64492, 4.61632)  -0.223
H (-3.40574, 0.94080, 0.79215)  0.112
H (3.01632, -0.19134, 5.67242)  0.103
C (-3.13106, -2.44213, -0.07514)  -0.340
H (-12.17749, -2.42596, -2.14917)  0.101
O (2.14784, -0.00728, -4.06720)  -0.330
C (-2.65787, -1.05350, 0.44511)  -0.250
H (-10.84328, -2.95858, -6.29997)  0.107
H (-0.90080, 6.65689, 3.21430)  0.118
H (-3.10319, 1.11182, 4.26450)  0.063
H (7.32372, 0.43100, -4.85038)  0.116
H (3.83102, -3.80912, -5.92867)  0.114
S (-12.15165, -2.09575, -4.50724)  0.659
H (-0.27897, 2.05115, 0.18030)  0.104
C (-2.21634, -1.26853, 1.91177)  -0.130
C (-1.78997, -1.66076, -1.76463)  -0.412
C (-2.99477, 0.08669, 3.91857)  -0.080
C (1.13976, -1.71011, -5.78616)  -0.226
C (-0.96371, 1.25928, -2.46358)  -0.134
C (-2.25327, 1.44035, -3.28359)  -0.082
H (-4.53082, -0.32635, 1.21979)  0.132
H (-9.47508, -2.91439, -2.24208)  0.097
O (-1.19216, 1.81122, -0.02685)  0.125
H (0.30734, -2.62032, 5.55165)  0.111
O (4.14040, 3.42626, 6.79189)  -0.312
H (0.17028, -0.65573, 0.78820)  0.072
H (-2.59006, -0.47116, 4.76706)  0.070
H (5.72950, 6.69583, 4.44372)  0.117
H (1.70700, 4.24415, 4.60143)  0.074
H (-11.47445, -4.23797, -5.22697)  0.106
C (1.88938, -2.90025, -6.38309)  -0.215
H (1.46452, 6.77997, 3.85118)  0.116
H (-0.05669, -2.23877, 0.01876)  0.099
H (1.90530, 5.62524, 2.58819)  0.113
C (-0.08813, -1.16164, -0.13884)  0.033
O (-13.47037, -2.67322, -4.46377)  -0.328
H (2.21201, -2.66405, -7.39965)  0.117
H (0.63384, -0.90895, -0.91530)  0.107
C (-11.01357, -3.25153, -5.26688)  -0.233
C (-0.18405, 6.18679, 2.53858)  -0.208
C (-1.97354, -0.00973, 2.76833)  -0.219
H (-1.86637, -6.33126, -0.03676)  0.101
H (7.54523, -1.68045, -5.90318)  0.096
F (-5.92236, -0.04427, -0.65958)  -0.068
C (3.11794, -3.11750, -5.48363)  -0.207
S (8.11524, -2.38492, -3.70046)  0.658
C (8.34111, 0.03847, -4.79838)  -0.211
S (4.04965, 4.76141, 6.26141)  0.664
H (7.28440, 6.35450, 6.31110)  0.115
H (2.75742, -2.35005, 6.61859)  0.117
O (0.76721, 2.71880, 2.54704)  -0.321
C (8.34952, -1.43876, -5.21330)  -0.217
O (6.81391, -3.00445, -3.71485)  -0.332
H (-2.02890, 1.39753, -4.34752)  0.076
C (4.75467, 4.77148, 4.60468)  -0.211
O (-1.30644, -1.73326, -2.85536)  0.154
H (-1.92414, 0.91318, 2.19881)  0.085
C (-0.73273, 4.83732, 2.05775)  -0.214
H (-1.32569, -1.89390, 1.97672)  0.095
H (0.43991, -1.24427, -6.47540)  0.111
H (4.01138, 5.15429, 3.90953)  0.087
C (6.53143, 5.59222, 6.11865)  -0.219
B (-1.22694, 0.80263, -0.98359)  -0.429
H (1.25819, -3.78602, -6.42723)  0.115
H (-0.28170, 0.57407, -2.96963)  0.082
H (-2.96795, 0.63727, -3.10559)  0.052
C (2.20726, -3.35138, 4.78515)  -0.218
H (3.66581, -0.83605, 4.14417)  0.104
H (2.79768, -3.54433, -4.53190)  0.119
H (8.95597, 0.63537, -5.46973)  0.114
H (6.98701, 4.61599, 6.29660)  0.119
H (-11.04706, -1.14314, -2.64309)  0.105
H (6.74950, 5.34973, 3.95609)  0.114
C (-3.79394, -0.02417, 0.47645)  -0.074
H (2.09166, -4.30678, 5.29448)  0.115
S (-0.13707, 3.61142, 3.23691)  0.671
O (2.80411, 5.48728, 6.26070)  -0.325
H (-2.73588, 2.38425, -3.03699)  0.077
O (-11.93180, -0.79155, -5.07764)  -0.321
C (8.84419, 0.11028, -3.34990)  -0.221
S (1.30455, -0.95661, 4.20813)  0.659
C (-9.76621, -3.18308, -4.39153)  -0.227
O (-3.05835, -4.85588, -0.02189)  -0.118
C (3.09406, -2.38278, 5.58084)  -0.211
H (4.50105, -1.50113, -6.00145)  0.098
S (-6.11643, -2.98558, -2.30952)  0.780
H (-1.81882, 4.80940, 2.04599)  0.105
C (2.94494, -0.99480, 4.94374)  -0.211
H (-1.51091, -3.70619, 0.69789)  0.124
H (-10.64343, -4.15527, -2.67457)  0.117
H (-4.49098, 1.26817, -1.12273)  0.124
N (-4.60314, -2.65042, -0.03858)  0.161
H (-0.43435, 2.21524, -2.42522)  0.104
C (3.76207, -1.74414, -5.24041)  -0.225
H (-9.10220, -4.02581, -4.57813)  0.114
H (-4.21053, -0.41867, -1.64227)  0.100
C (-2.59494, -3.69552, 0.65219)  -0.116
H (9.30542, -1.73579, -5.63960)  0.104
C (-4.56056, 0.22103, -0.83203)  -0.161
H (8.67232, 1.09131, -2.91015)  0.115
O (2.67764, 0.28927, -6.51555)  -0.325
O (0.47467, -0.05036, 4.95485)  -0.310
H (-0.34583, 4.56906, 1.07667)  0.098
H (0.24817, -3.05823, 3.82141)  0.101
H (7.04899, -0.70401, -2.43274)  0.106
H (5.00643, 3.74415, 4.34954)  0.108
H (4.96242, 6.80125, 7.01560)  0.108
O (-2.70899, -2.60587, -1.41966)  0.087
C (8.09140, -0.97873, -2.59204)  -0.231
H (-1.01441, -0.09804, 3.27675)  0.054
C (1.12131, 5.90778, 3.29683)  -0.225
C (-11.41248, -2.14321, -2.86729)  -0.218
O (-1.24882, 3.10829, 3.99968)  -0.308
H (5.47481, 5.43481, 8.04470)  0.109
O (1.44578, -0.85505, 2.77770)  -0.312
H (-3.00667, -3.74035, 1.65836)  0.129
H (0.19847, 5.06174, 5.06894)  0.115
C (5.31587, 5.77077, 7.02302)  -0.228
H (9.91727, -0.08978, -3.31939)  0.119
H (4.13545, -2.70041, 5.58486)  0.113
H (-3.00422, -1.83033, 2.41378)  0.111
C (0.82016, 4.74458, 4.23405)  -0.240
H (-0.02988, 6.86611, 1.70136)  0.113
C (-10.27059, -3.16470, -2.94239)  -0.216
H (2.65256, -3.54292, 3.80646)  0.119
H (8.55455, -1.25916, -1.64922)  0.107
H (4.20993, -1.67290, -4.25281)  0.092
O (9.30561, -3.15350, -3.44674)  -0.316
O (-1.93086, -5.53469, -0.58111)  -0.008
H (-3.95000, -0.37764, 3.67678)  0.064

# 2
Molecular formula: C19H48N11O21
Method: DFT, ωB97M-V/def2-TZVPD

Properties
Spin multiplicity: 1
Total charge: +1
HOMO-LUMO gap in eV: 9.308
Maximum force in eV/A: 3.9
Energy relative to the best compared isomer or geometry (same formula, charge and spin) in kcal per mole: 53.54

Each line ends with the Löwdin charge.
Element x y z (Å)
H (0.57249, 4.45486, 3.53396)  0.129
O (-1.71147, -6.64956, -1.74051)  0.077
O (-4.07247, -0.89584, -0.61678)  0.061
C (-0.08265, 0.93413, 8.37276)  0.048
C (-8.13720, 0.10753, 0.69958)  0.055
H (-2.41619, -3.77019, -1.26658)  0.098
H (0.70534, -6.13556, -3.20029)  0.084
C (3.54323, -1.92477, -2.20868)  0.040
O (6.05540, 4.76566, 2.55058)  0.101
O (-2.82613, 1.28101, 3.61023)  0.048
H (1.05185, -5.98837, -9.61163)  0.097
O (0.18799, 3.17937, 7.86030)  0.034
H (1.53022, -0.13877, 0.95099)  0.079
C (1.22320, -5.85446, -4.11425)  0.032
H (-0.14909, 1.67215, -0.79824)  0.150
C (-3.98733, -0.87689, 1.68858)  0.043
O (1.78354, 3.48789, -1.15600)  -0.031
H (5.74587, 2.75963, 0.09605)  0.091
O (1.20452, -7.37811, -6.74363)  0.055
O (2.69439, -4.48292, -2.97029)  0.027
H (1.94568, 3.85405, 1.68471)  0.161
H (2.87008, 2.37593, 0.23363)  0.166
H (-0.85569, 2.99532, 1.82743)  0.146
H (-3.20182, 2.17949, 1.26439)  0.112
H (-1.86302, 4.46143, 4.24007)  0.131
H (0.52266, -5.75465, -4.93783)  0.064
O (0.22494, -5.55972, -7.40236)  0.074
N (-1.93237, -5.55886, -2.23436)  -0.431
H (0.64823, 4.28095, 0.72931)  0.202
C (-3.89376, 3.01207, 1.60541)  -0.223
N (1.87157, -4.54010, -3.87377)  -0.402
H (1.40988, 0.79918, -1.12988)  0.127
H (7.27368, 3.13059, 0.95444)  0.109
H (5.52362, 0.55914, -6.92358)  0.098
C (-3.36089, 4.40028, 1.00180)  -0.072
O (-7.86951, 2.35339, 0.20383)  0.080
N (-7.52702, 1.44081, 0.93185)  -0.432
H (0.00682, 2.99166, 5.64400)  0.094
H (2.00813, -6.56815, -4.36012)  0.102
C (-1.91487, 3.37351, 4.60421)  -0.060
H (-3.72749, -4.48791, -2.26560)  0.106
C (-2.92681, -4.68786, -1.55528)  0.047
C (0.52554, 3.31962, 3.52410)  -0.135
H (-3.30871, -5.20887, -0.68003)  0.097
H (-7.32613, -0.58240, 0.47151)  0.066
H (-4.57584, -1.28084, 2.50912)  0.107
C (0.85250, 1.38556, -0.31304)  -0.140
C (6.31118, 3.52159, 0.62846)  0.055
H (2.48605, -6.81457, -8.92640)  0.102
O (4.69880, 0.97848, -4.71018)  0.057
H (-2.41925, 4.71922, 1.55222)  0.058
H (-0.78227, 1.00617, 7.54258)  0.086
H (-8.83185, 0.17563, -0.13467)  0.102
H (-0.45668, 0.70610, 2.59856)  0.119
H (-0.59928, 0.65517, 9.28970)  0.106
H (-4.15732, 5.20320, 1.13634)  0.095
N (5.55377, 3.91851, 1.84461)  -0.436
C (-0.45451, 2.70859, 4.63015)  -0.174
C (0.49729, 1.15239, 2.13403)  -0.139
C (1.39817, -6.79498, -8.96930)  0.047
H (3.66375, -1.03280, -2.82127)  0.079
H (0.71926, 0.23433, 8.14238)  0.104
O (4.48062, 3.36446, 2.04829)  0.017
O (-1.40812, -5.11492, -3.24087)  0.053
N (1.16797, 3.46597, 1.11575)  0.131
O (-6.71783, 1.51962, 1.84474)  0.039
O (-3.97999, 3.17835, 3.04647)  -0.051
O (-5.63172, -1.95203, 0.45997)  0.041
H (2.02934, 2.90153, -1.90399)  0.114
H (-4.93570, 2.84059, 1.18287)  0.111
H (-2.97725, -1.28422, 1.70113)  0.105
O (1.34637, 2.35233, 9.49472)  0.087
O (5.70612, -0.82592, -4.05575)  0.053
C (-2.92876, 2.52574, 3.72541)  -0.365
O (3.30677, -0.67572, -0.27217)  0.017
H (-3.97517, 0.21013, 1.72272)  0.057
O (1.54236, -3.61066, -4.58830)  0.079
O (1.73023, -2.07801, -0.77815)  0.086
N (0.69119, 0.45472, 0.82667)  -0.056
H (-2.29536, 3.44186, 5.68385)  0.139
N (5.38746, -0.00928, -4.90103)  -0.439
H (2.96922, -2.68809, -2.74226)  0.045
H (1.58136, 2.94921, 3.79591)  0.129
H (-0.49018, 1.56772, 4.63189)  0.115
N (0.89977, -6.55568, -7.58998)  -0.433
H (6.43385, 4.41183, 0.01341)  0.107
N (2.79551, -1.53034, -0.98693)  -0.420
H (6.97174, -0.24690, -6.24367)  0.105
H (-8.65792, -0.17914, 1.61203)  0.109
N (0.53623, 2.26727, 8.59489)  -0.438
N (-4.61649, -1.27615, 0.40431)  -0.434
H (-3.13322, 4.26598, -0.10359)  0.085
C (5.88352, -0.24231, -6.28230)  0.051
C (0.23845, 2.72378, 2.03697)  -0.209
C (1.77905, 2.63678, 0.03356)  -0.266
H (1.32746, 0.89933, 2.89021)  0.146
H (0.99836, -7.75181, -9.30126)  0.104
H (4.50725, -2.31874, -1.89068)  0.113
H (5.49548, -1.20475, -6.61218)  0.105

# 3
Molecular formula: C3H3N3O2
Method: DFT, ωB97M-V/def2-TZVPD

Properties
Spin multiplicity: 1
Total charge: 0
HOMO-LUMO gap in eV: 8.449
Maximum force in eV/A: 5.9
Energy relative to the best compared isomer or geometry (same formula, charge and spin) in kcal per mole: 142.27

Each line ends with the Löwdin charge.
Element x y z (Å)
N (1.54290, -0.79701, -0.50630)  0.064
N (-1.05544, 1.45055, 0.67000)  0.029
C (-0.29477, 0.39994, 0.19895)  -0.235
H (2.25737, -0.84661, -1.58263)  0.301
H (-2.51590, 2.01241, 1.78811)  0.252
C (1.06170, 0.51817, -0.38801)  -0.388
C (0.36842, -1.60498, -0.19440)  -0.152
N (-0.68501, -0.99389, 0.32149)  0.107
H (0.09653, -2.68981, -0.34598)  0.136
O (-2.28245, 1.04248, 1.13117)  -0.122
O (1.50665, 1.50875, -1.09240)  0.007

Number 1: HOMO -8.99 eV, DFT total energy -5736.2751 hartree. Number 2: HOMO -11.75 eV, DFT total energy -2933.9535 hartree. Number 3: HOMO -9.32 eV, DFT total energy -430.6943 hartree.